Computed, not measured: an isolated ion of composition C5H9N2OS and charge +1, with wB97M-V/def2-TZVPD.

Summary:
- lowest unoccupied orbital energy (spin up / spin down) (eV) = -3.502 / -6.960
- multiplicity = 3
- charge = +1
- energy (eV) = -21181.1912

Geometry as XYZ:
```
18
Properties=species:S:1:pos:R:3:forces:R:3:lowdin_spin:R:1
C 0.937315 -0.368896 -1.155839 -4.11 -0.20 -2.99 0.26
C 0.094341 0.101687 0.784385 0.38 -0.44 1.18 0.33
C 1.066401 -0.649462 -2.587438 2.33 0.19 -2.13 0.04
C -1.467782 -0.250640 -1.119564 -3.39 -0.10 1.85 -0.01
C -0.248894 1.031386 3.505960 -0.35 -1.17 -0.98 0.04
N 1.532255 -0.149748 0.911567 -0.39 0.80 2.95 0.72
N -0.197270 -0.190528 -0.481505 0.08 -0.19 -1.14 -0.01
O 1.919985 -0.383345 -0.349704 4.60 -0.10 0.55 0.24
S -0.978639 0.806325 1.863955 -0.66 0.12 0.02 0.34
H 0.735165 0.084641 -3.355750 -0.25 0.31 1.14 0.02
H 2.197605 -0.705915 -2.903081 -2.13 -0.48 1.00 0.00
H 0.497331 -1.529619 -2.895729 0.45 -0.39 0.24 0.01
H -2.076620 0.650682 -0.915750 0.80 0.10 -0.76 0.00
H -1.359596 -0.535081 -2.121511 0.11 0.23 -1.43 0.00
H -2.215554 -0.997218 -0.694820 1.60 0.25 0.01 0.00
H -0.012713 0.145575 4.020506 0.59 -1.73 0.01 0.01
H -1.052726 1.357237 4.118409 -0.61 1.39 0.15 0.00
H 0.629397 1.582920 3.375909 0.95 1.39 0.32 0.01
```
Forces are in eV/Å.

Computed, not measured: C24H19F3IN7O5S3V as an isolated structure, with wB97M-V/def2-TZVPD.

Summary:
- lowest unoccupied orbital energy (spin up / spin down) (eV) = 2.775 / 2.772
- multiplicity = 4
- charge = -2
- energy (eV) = -120315.5918

Geometry as XYZ:
```
63
Properties=species:S:1:pos:R:3:forces:R:3:lowdin_spin:R:1
V 0.263455 -0.233011 0.241495 -0.67 2.38 -0.07 2.62
S -1.225900 1.325506 1.608977 0.36 0.04 0.53 -0.01
C -2.884825 1.374101 1.083923 0.21 -0.45 -1.02 0.00
S -3.450525 0.962325 -0.464358 0.46 -0.13 0.12 0.00
C -3.821838 1.800073 2.019777 0.48 0.31 0.38 0.00
C -3.515610 2.151498 3.334580 0.52 0.07 2.85 0.00
N -3.362714 2.358620 4.481153 -0.13 -0.05 -1.69 0.00
C -5.174918 1.905590 1.749897 -3.77 0.42 -0.33 0.00
N -6.344803 2.037573 1.689757 2.16 -0.27 -0.01 0.00
F -2.294484 -5.964180 -0.327028 -0.48 0.08 0.01 0.00
C -2.445858 -4.682355 -0.776099 -0.48 0.12 -1.07 0.00
F -1.752384 -4.679015 -1.946395 -0.27 0.28 0.92 0.00
F -3.767229 -4.514994 -1.148801 0.86 -0.54 0.33 0.00
C -2.084377 -3.693025 0.292095 -0.15 -0.78 -0.07 0.00
C -2.326793 -4.108173 1.614587 0.28 -0.80 -1.91 0.01
C -2.007822 -3.260618 2.632816 0.13 1.16 0.99 0.00
C -1.490383 -1.991229 2.339343 -0.62 -0.47 -2.01 0.01
N -1.238813 -1.652803 1.056765 -0.25 -0.15 1.27 0.02
C -1.522841 -2.438614 0.006354 0.48 -0.38 -0.05 0.02
S -0.929875 -1.830594 -1.512375 -0.54 -0.98 0.39 0.03
H -2.685632 -5.152368 1.702262 0.11 0.94 0.51 0.00
H -2.188103 -3.496972 3.661961 -0.12 -0.26 0.37 0.00
H -1.373464 -1.189238 3.062323 0.32 -0.16 0.01 0.00
N 2.062636 -3.044894 -1.015089 -2.00 1.40 -0.02 0.03
C 2.539330 -1.804285 -1.357718 -2.27 1.25 0.95 0.05
O 1.870366 -0.733809 -1.184506 2.22 -2.78 -0.60 0.01
C 3.857190 -1.849492 -2.022036 1.08 -0.56 0.14 0.01
I 5.323531 -0.818759 -0.736569 -0.39 -0.21 -0.58 0.03
H 1.041363 -3.050203 -0.815464 0.56 0.29 -0.16 0.00
H 2.547805 -3.821801 -0.644036 1.04 -0.37 -0.07 0.00
H 3.871840 -1.478207 -3.045688 -0.01 0.58 0.35 0.00
H 4.190437 -2.894857 -2.077048 0.08 0.43 0.15 0.00
O -1.501333 0.609474 -3.370728 0.10 -0.17 -0.05 0.00
C -1.520429 1.922969 -3.592911 0.11 -0.29 -0.62 0.00
C -2.280678 2.361576 -4.716176 -0.17 -1.12 0.21 0.00
C -2.290299 3.690600 -5.052423 -0.22 0.43 -0.69 0.00
C -1.584347 4.622810 -4.292240 -0.04 -0.62 0.67 0.00
C -0.892422 4.190385 -3.167842 0.53 0.11 0.18 0.00
C -0.776223 2.830330 -2.828160 -0.54 0.64 0.08 0.00
C -0.075051 2.487092 -1.519203 -1.24 -1.26 0.58 0.01
O 0.345961 3.469908 -0.878249 0.81 -0.71 0.23 0.01
O -0.133736 1.238650 -1.141707 0.79 2.22 -1.69 0.03
H -1.009277 0.424343 -2.533266 -0.36 0.30 0.06 0.00
H -2.885379 1.591474 -5.264295 0.75 0.85 0.57 0.00
H -2.847050 4.054186 -5.935836 0.19 -0.36 0.55 0.00
H -1.694237 5.661659 -4.507380 0.13 0.61 -0.13 0.00
H -0.390048 4.894237 -2.481851 -0.34 -0.37 -0.55 0.00
C 3.810259 -1.635373 3.116544 0.46 -1.44 0.08 0.00
N 3.354513 -0.338856 2.739291 -0.28 0.58 -0.36 0.00
C 4.069597 0.777781 3.079032 -1.59 0.46 -0.66 0.02
C 3.593929 1.977759 2.656655 1.12 0.60 0.05 0.00
C 2.537000 2.018759 1.666461 -0.78 0.30 0.53 0.01
N 1.901605 0.893953 1.308474 0.47 1.09 -0.43 0.01
C 2.220089 -0.241791 1.904311 -0.38 -1.67 1.20 0.02
O 1.450688 -1.239677 1.777332 1.59 0.72 0.01 0.02
N 2.138352 3.211266 1.228897 0.87 -0.05 0.31 0.01
H 2.988467 -2.342670 2.941529 0.15 0.29 0.38 0.00
H 4.145360 -1.675967 4.190464 -0.24 0.07 -1.14 0.00
H 4.596150 -1.953937 2.396335 -0.04 0.10 0.73 0.00
H 4.922242 0.625182 3.716758 0.11 0.06 0.14 0.00
H 4.066995 2.936503 2.958338 -0.30 -0.94 -0.24 0.00
H 2.611733 4.019316 1.608828 -0.09 -0.27 -0.12 0.00
H 1.448830 3.386289 0.488139 -0.78 -0.59 -0.49 0.00
```
Forces are in eV/Å.

Computed, not measured: a 10-piece molecular cluster, C10H40O10 overall, with wB97M-V/def2-TZVPD.

Summary:
- lowest unoccupied orbital energy (eV) = 0.177
- multiplicity = 1
- SMILES string = CO.CO.CO.CO.CO.CO.CO.CO.CO.CO
- charge = 0
- energy (eV) = -31487.4810

Geometry as XYZ:
```
60
Properties=species:S:1:pos:R:3:forces:R:3:nbo_charge:R:1
C -0.381133 0.093613 -0.794133 -0.06 0.10 -0.86 -0.25
O 0.258978 1.049674 -0.000398 0.01 0.54 0.97 -0.72
H 0.387464 -0.535857 -1.242596 -0.25 -0.35 -0.24 0.16
H -1.149948 -0.508597 -0.310046 0.13 -0.04 0.36 0.16
H -0.894717 0.668070 -1.565057 0.07 -0.22 -0.24 0.18
H 0.417050 0.687266 0.874404 0.13 -0.01 0.01 0.47
C 2.872473 -4.808878 -0.811049 1.30 0.80 -0.94 -0.25
O 3.853741 -3.722687 -0.789276 -0.68 -0.88 0.51 -0.73
H 3.081689 -5.506402 0.000004 -0.24 0.51 0.28 0.19
H 1.864510 -4.395504 -0.846179 -0.08 -0.30 0.39 0.17
H 3.061610 -5.380243 -1.719828 -0.29 -0.13 -0.19 0.16
H 3.587636 -3.079824 -1.450725 0.00 0.02 -0.06 0.47
C 2.637841 5.889500 1.645214 0.68 -0.19 0.16 -0.25
O 2.578337 5.306317 0.350777 -0.16 0.42 -0.02 -0.73
H 2.765192 6.970846 1.594493 -0.51 0.02 -0.46 0.18
H 1.780948 5.626388 2.265387 -0.05 0.14 -0.01 0.17
H 3.557202 5.583133 2.144228 0.02 -0.39 0.28 0.16
H 2.213915 4.421513 0.427677 0.01 -0.03 0.03 0.47
C -3.238869 0.598264 5.077311 0.03 0.15 -0.25 -0.25
O -4.575723 1.094906 4.979797 0.46 -0.34 -0.02 -0.71
H -3.035853 -0.175075 4.336487 -0.52 -0.05 -0.03 0.18
H -2.532643 1.394613 4.842415 0.20 0.10 0.26 0.16
H -3.050348 0.174503 6.063713 0.14 0.04 0.08 0.16
H -4.612523 1.797717 5.632712 -0.30 0.10 -0.04 0.46
C 3.444136 1.301284 -4.362732 -0.44 0.41 -1.27 -0.24
O 3.566929 -0.097537 -4.486360 0.42 -0.70 0.54 -0.73
H 4.125629 1.795494 -5.055137 0.19 0.07 -0.10 0.16
H 2.438994 1.499058 -4.735121 -0.09 0.91 0.53 0.16
H 3.650642 1.731216 -3.382627 -0.29 -0.56 0.22 0.18
H 2.806945 -0.392014 -4.993614 0.16 -0.17 0.08 0.47
C -0.100213 -3.600025 -5.659246 -0.09 -0.70 0.88 -0.25
O 0.006788 -2.459410 -6.459836 0.30 0.31 -0.52 -0.72
H -0.828977 -3.392885 -4.875606 -0.35 -0.26 -0.18 0.17
H -0.335424 -4.497134 -6.231934 -0.47 0.04 0.02 0.17
H 0.798894 -3.876767 -5.108684 0.55 0.39 -0.15 0.16
H 0.039638 -2.755502 -7.372439 0.09 0.24 -0.02 0.47
C -5.605246 -3.305794 0.461161 -0.69 -0.34 0.78 -0.24
O -4.668936 -4.211274 -0.071419 0.40 0.11 -0.57 -0.72
H -6.624717 -3.676206 0.353514 -0.22 -0.04 -0.27 0.16
H -5.461079 -3.223525 1.538445 0.13 0.46 0.12 0.16
H -5.566714 -2.323968 -0.010669 0.43 -0.22 -0.07 0.19
H -4.690181 -5.019245 0.446590 -0.05 0.04 0.01 0.47
C 5.030031 1.008977 3.789517 -0.32 -0.18 0.92 -0.24
O 3.727919 0.531962 3.568253 -1.11 -0.12 -1.15 -0.74
H 5.369379 1.588463 2.930953 -0.16 -0.22 -0.02 0.19
H 4.966939 1.661967 4.659995 0.66 0.18 0.10 0.16
H 5.678836 0.153620 3.977952 0.46 0.25 0.00 0.16
H 3.342878 0.090700 4.328936 0.44 0.10 0.14 0.47
C 0.812971 3.819944 7.218253 -0.49 0.61 -0.61 -0.25
O 0.916299 5.241821 7.097220 -0.05 -0.10 0.05 -0.73
H -0.171737 3.472628 7.531015 -0.09 0.21 0.46 0.16
H 0.860930 3.475773 6.185126 0.61 -0.34 0.14 0.18
H 1.588351 3.419444 7.871302 0.02 -0.14 -0.18 0.17
H 0.424789 5.704131 7.780068 0.00 -0.24 0.14 0.47
C -4.905336 -1.271328 -6.100627 0.27 -0.60 0.25 -0.26
O -5.622563 -0.250317 -6.783196 0.44 -0.07 0.50 -0.71
H -4.046814 -0.944779 -5.513764 -0.07 0.94 -0.37 0.19
H -5.496374 -1.784397 -5.341992 -0.44 -0.15 -0.19 0.16
H -4.489369 -1.998318 -6.798174 -0.16 -0.20 -0.12 0.16
H -6.431064 -0.659312 -7.100458 -0.04 0.08 -0.06 0.46
```
Forces are in eV/Å.

Computed, not measured: one molecule with the formula C3H3NO, with wB97M-V/def2-TZVPD.

Summary:
- lowest unoccupied orbital energy (spin up / spin down) (eV) = -0.425 / -0.774
- multiplicity = 1
- charge = 0
- energy (eV) = -6692.9463

Geometry as XYZ:
```
8
Properties=species:S:1:pos:R:3:forces:R:3:nbo_charge:R:1
O -2.178413 0.492781 0.530719 -0.35 -0.06 0.67 -0.45
C -1.306236 0.246938 -0.189471 0.27 -0.84 -0.86 0.53
C -0.007119 -0.635726 -0.040999 -1.05 0.40 0.09 -0.55
C 0.954407 0.538273 -0.026332 -1.84 0.32 -0.74 -0.05
N 2.114410 0.413887 0.281909 1.42 0.36 0.41 -0.18
H 0.333142 1.446336 -0.440573 1.45 -0.52 0.47 0.19
H 0.162961 -1.211644 -0.953740 -0.17 0.08 0.10 0.26
H -0.073150 -1.290846 0.838489 0.27 0.27 -0.15 0.25
```
Forces are in eV/Å.

Computed, not measured: a 10-piece molecular cluster, C40H50N10 overall, with wB97M-V/def2-TZVPD.

Summary:
- lowest unoccupied orbital energy (eV) = 0.543
- multiplicity = 1
- SMILES string = c1cc[nH]c1.c1cc[nH]c1.c1cc[nH]c1.c1cc[nH]c1.c1cc[nH]c1.c1cc[nH]c1.c1cc[nH]c1.c1cc[nH]c1.c1cc[nH]c1.c1cc[nH]c1
- charge = 0
- energy (eV) = -57170.6724

Geometry as XYZ:
```
100
Properties=species:S:1:pos:R:3:forces:R:3:mulliken_charge:R:1
C 3.620930 0.744320 1.369920 0.57 2.41 -8.34 -1.30
C 3.882930 -0.279680 0.268920 -2.48 8.99 -1.41 -0.76
C 3.694930 0.474320 -0.988080 0.32 -0.26 4.18 -0.50
N 3.391930 1.812320 -0.687080 1.50 -4.18 4.32 0.14
C 3.469930 2.083320 0.704920 -0.34 -3.22 0.41 -0.16
H 3.741930 0.705320 2.350920 0.39 -0.68 4.13 0.75
H 4.176930 -1.213680 0.359920 1.09 -4.31 0.48 0.81
H 3.805930 0.217320 -2.029080 -0.11 -0.26 0.07 0.45
H 3.381930 2.379320 -1.437080 -0.39 3.01 -2.49 0.41
H 3.337930 3.101320 1.223920 0.06 -1.87 -1.34 0.29
C 0.937930 0.812320 -4.805080 0.06 -6.98 -7.70 0.72
C 1.188930 1.162320 -6.288080 -5.19 -10.51 3.77 -1.04
C 0.624930 -0.053680 -7.066080 2.07 3.54 5.22 -0.56
N 0.315930 -1.039680 -6.152080 1.54 1.89 0.19 -0.03
C 0.636930 -0.665680 -4.804080 -1.46 2.36 -1.62 -1.07
H 1.024930 1.333320 -3.974080 0.70 2.45 3.55 0.10
H 1.425930 1.995320 -6.685080 1.59 5.78 -2.66 0.60
H 0.393930 -0.231680 -8.065080 0.09 0.04 -1.56 0.46
H 0.144930 -1.945680 -6.582080 -0.05 0.00 1.09 0.26
H 0.218930 -1.397680 -4.070080 0.84 1.11 -0.20 0.48
C -0.417070 -4.523680 -2.288080 -0.05 4.18 1.77 -0.61
C 1.002930 -4.417680 -2.026080 -0.41 2.46 0.08 -0.93
C 1.278930 -3.027680 -1.491080 -2.31 -3.79 -1.42 -0.45
N 0.038930 -2.441680 -1.370080 0.08 -2.10 -1.29 0.32
C -1.008070 -3.254680 -1.858080 4.87 -1.58 0.24 -0.84
H -1.094070 -5.237680 -2.711080 0.47 -0.74 -0.08 0.48
H 1.711930 -5.212680 -2.318080 -0.25 0.88 0.40 0.39
H 2.203930 -2.497680 -1.290080 -0.29 -0.22 0.09 0.40
H -0.123070 -1.545680 -0.951080 -0.12 0.37 0.10 0.50
H -1.965070 -2.924680 -1.647080 -1.85 0.36 -0.06 0.65
C -4.305070 0.284320 -3.721080 4.00 -0.12 -1.77 -0.52
C -3.690070 1.635320 -3.407080 1.66 -3.34 -1.30 -0.42
C -2.344070 1.699320 -4.144080 -3.42 -1.60 1.28 -0.35
N -2.237070 0.452320 -4.908080 -8.97 4.46 5.94 0.08
C -3.361070 -0.380680 -4.747080 -0.58 3.77 3.78 -0.44
H -5.052070 -0.280680 -3.060080 0.94 1.16 -1.61 0.32
H -4.207070 2.185320 -2.538080 1.53 -0.23 -1.80 0.32
H -1.552070 2.524320 -4.059080 -1.34 -1.76 -0.55 0.31
H -1.500070 0.189320 -5.336080 6.35 -1.97 -3.84 0.37
H -3.277070 -1.365680 -5.160080 -0.39 -0.25 -0.05 0.40
C -0.147070 0.399320 5.624920 0.49 6.68 -1.14 -0.33
C 0.553930 1.201320 6.639920 -2.37 2.91 -2.98 -0.86
C 0.299930 2.658320 6.300920 0.58 -3.44 1.58 -0.38
N -0.474070 2.646320 5.233920 -1.22 0.49 -4.19 -0.04
C -0.661070 1.369320 4.618920 -0.78 -0.64 2.16 -0.38
H -0.299070 -0.614680 5.615920 -0.04 -2.20 -0.18 0.77
H 1.069930 0.821320 7.466920 0.62 -0.27 1.00 0.43
H 0.460930 3.695320 6.641920 0.57 -1.21 0.67 0.39
H -0.752070 3.592320 4.788920 0.51 -2.61 0.72 0.29
H -1.348070 1.257320 3.672920 1.61 0.24 2.21 0.13
C -1.326070 -0.467680 0.580920 6.56 5.10 -2.51 -1.90
C -1.434070 0.276320 -0.710080 9.06 -0.31 6.09 -1.19
C -0.095070 0.886320 -0.935080 0.03 0.44 -1.59 0.44
N 0.805930 0.510320 0.033920 -2.86 -1.02 3.55 0.06
C 0.115930 -0.145680 1.084920 -4.25 -1.11 -2.66 -0.46
H -2.041070 -1.077680 0.952920 -1.97 -1.68 1.60 0.94
H -2.135070 0.391320 -1.349080 -4.94 0.53 -4.09 1.14
H 0.406930 1.624320 -1.765080 -1.88 -2.19 1.92 -0.33
H 1.786930 0.683320 0.308920 -0.87 0.59 -1.06 0.74
H 0.475930 -0.264680 2.116920 0.26 -0.21 -0.94 0.42
C 1.913930 -2.351680 3.887920 0.82 -11.29 -1.74 -0.48
C 1.884930 -3.189680 2.566920 0.01 -2.98 4.97 -0.55
C 1.917930 -4.676680 3.053920 -0.16 6.70 -1.06 -0.33
N 2.007930 -4.630680 4.429920 -0.67 8.13 -4.58 0.09
C 2.097930 -3.287680 4.972920 -1.45 -0.71 -6.56 -1.08
H 1.949930 -1.406680 3.978920 0.14 6.77 0.54 1.08
H 1.845930 -2.868680 1.520920 -0.16 -0.09 0.61 0.36
H 1.782930 -5.487680 2.343920 0.20 -0.28 0.88 0.43
H 2.137930 -5.359680 4.923920 1.00 -6.35 4.45 0.01
H 2.220930 -3.097680 5.966920 0.24 0.15 2.43 0.52
C -3.366070 -3.980680 1.942920 3.23 0.20 1.94 -0.57
C -3.670070 -3.609680 3.469920 4.13 -0.63 -3.69 -0.74
C -2.334070 -3.356680 4.015920 -2.08 -0.75 -0.53 -0.28
N -1.403070 -3.597680 2.969920 4.56 1.54 3.69 0.05
C -1.868070 -3.920680 1.772920 -4.71 -0.43 -0.97 0.01
H -3.894070 -4.494680 1.105920 -0.29 0.91 1.18 0.35
H -4.671070 -3.550680 3.891920 0.57 -0.01 0.10 0.39
H -2.029070 -3.114680 5.152920 -0.54 -0.58 -3.25 0.23
H -0.275070 -3.467680 3.179920 -3.78 -0.34 -0.89 0.21
H -1.260070 -4.054680 0.785920 -1.04 0.21 2.34 0.32
C -3.726070 4.592320 1.919920 0.54 -5.56 1.97 -0.77
C -3.220070 3.413320 1.036920 -1.22 -0.90 3.67 -0.48
C -3.505070 2.146320 1.769920 -0.07 10.13 -0.98 -0.71
N -4.095070 2.499320 2.915920 -0.47 2.12 0.94 -0.06
C -4.215070 3.889320 3.173920 0.25 -0.26 -3.05 -0.41
H -3.513070 5.658320 1.808920 -0.31 -0.59 -0.07 0.35
H -2.571070 3.406320 0.172920 -0.32 0.41 -0.11 0.52
H -3.480070 1.188320 1.738920 0.99 -6.09 -1.80 0.95
H -4.519070 1.727320 3.400920 -0.20 0.52 0.85 0.24
H -4.791070 4.146320 4.105920 0.89 0.17 -1.39 0.37
C 2.786930 3.519320 -3.930080 3.69 0.37 3.86 -0.15
C 2.189930 3.951320 -2.654080 4.02 2.92 -0.04 -0.23
C 3.163930 4.620320 -1.752080 1.61 -4.27 -4.44 -0.89
N 4.448930 4.192320 -2.366080 -3.43 0.29 -2.11 -0.10
C 4.304930 3.614320 -3.652080 -6.84 0.80 2.01 -0.58
H 2.244930 3.026320 -4.759080 0.82 0.63 0.65 0.29
H 1.221930 4.241320 -2.461080 -2.43 -0.09 0.02 0.63
H 3.196930 5.057320 -0.755080 -0.33 -0.23 -0.48 0.39
H 5.296930 4.128320 -1.887080 1.41 0.33 0.75 0.23
H 5.004930 3.191320 -4.300080 1.53 -0.20 -0.32 0.44
```
Forces are in eV/Å.